(i)
The following is a quantum chemistry calculation of a 2-piece molecular cluster, C5H11P overall, from the Open Molecules 2025 dataset.

SMILES	CC=C=P.CC
net charge	0

Element x y z (Å)
C -2.96310 0.65307 -0.70552
C -1.66782 0.62657 0.03859
C -1.19521 -0.36226 0.74869
P -0.71705 -1.83101 1.15387
H -3.81822 0.32421 -0.07810
H -3.04746 -0.07422 -1.51133
H -3.15844 1.66969 -0.94986
H -1.06571 1.46683 0.03868
H -1.09244 -1.68482 2.40229
C 2.28516 0.51444 0.33442
C 2.48077 -0.68683 -0.60805
H 1.33805 0.34338 0.85129
H 2.12075 1.39188 -0.23954
H 3.06857 0.70724 1.07567
H 2.94154 -1.52763 -0.17561
H 3.04480 -0.46116 -1.46189
H 1.44578 -1.06938 -0.91356

(ii)
The following is a quantum chemistry calculation of C5H11P as an isolated structure, from the Open Molecules 2025 dataset.

net charge	0

Element x y z (Å)
C -0.52805 0.61471 -0.75270
C -0.32046 1.89204 -0.96284
C 1.12867 2.75367 -0.01206
C 0.66472 -1.89482 -0.57499
C -1.08116 -0.97306 1.40941
P 0.40411 -0.38402 0.46747
H -1.31455 0.08570 -1.28870
H -0.82235 2.55944 -1.63562
H 0.78551 3.76313 0.14414
H 1.96447 2.67937 -0.68690
H 1.23972 2.17766 0.88893
H 1.50222 -1.71670 -1.24991
H 0.92400 -2.72603 0.07996
H -0.21992 -2.15110 -1.15678
H -0.78095 -1.76638 2.09170
H -1.46902 -0.14239 1.99662
H -1.86335 -1.33664 0.74106

(iii)
The following is a quantum chemistry calculation of a 2-piece molecular cluster, C5H11P overall, from the Open Molecules 2025 dataset.

net charge	0

Element x y z (Å)
C -1.30830 -0.66447 -0.47546
C -0.98126 -1.92786 -0.79670
C -2.54268 -0.36252 0.32158
C 4.02572 -0.34618 -0.16336
C -0.89788 2.11043 -0.16158
P -0.21899 0.63550 -1.05998
H -1.58643 -2.76952 -0.50028
H -0.08720 -2.14758 -1.35656
H -3.12955 -1.26681 0.46417
H -3.16188 0.37563 -0.18665
H -2.27792 0.03485 1.30060
H 3.39805 -0.54028 -1.00447
H 4.10276 0.64483 0.22637
H 4.53384 -1.14927 0.32299
H -1.93374 2.29850 -0.43754
H -0.83065 1.96876 0.91528
H -0.29698 2.97400 -0.43448

Most stable structure, least stable structure: (ii), (iii).